ORCA calculation (the ωB97M-V functional and the def2-TZVPD basis) on 2 unconnected molecules or ions with the total composition C2H2N2O2S2 in a non-equilibrium geometry.

Each line ends with the natural charge from an NBO analysis.
Element x y z (Å)
C  -1.625  -0.008  0.322  -0.017
C  3.104  -0.326  0.194  0.034
N  -0.623  -0.085  -0.307  0.022
N  0.403  -0.504  -0.812  -0.539
O  1.536  -1.738  1.970  -0.843
O  3.095  -1.523  -0.272  -0.561
S  3.549  1.223  -0.083  0.015
S  2.892  -1.558  1.490  1.345
H  -2.249  0.532  0.833  0.204
H  0.281  -0.534  -1.754  0.341

Atomic forces in eV per Å
C 4.40 -2.59 -3.20
C 1.15 1.98 0.78
N -3.24 -0.40 2.08
N 1.95 0.03 2.31
O 0.27 0.09 -0.25
O -0.06 -0.42 -1.08
S -0.80 -1.74 -0.04
S -0.47 0.06 0.59
H -3.13 3.04 2.48
H -0.07 -0.07 -3.68

## Properties
Lowest unoccupied orbital energy (eV): -0.46
ΔE to the lowest compared entry with this formula, charge and spin (kJ/mol): 582.50
Gap between HOMO and LUMO (eV): 8.38